1.
Here is C32H33IN6O4PTi as an isolated structure at a distorted geometry from OMol25. Energies are from ωB97M-V/def2-TZVPD.

Calculated values
E_LUMO (alpha / beta) (eV): -2.82 / -2.80
Total charge: +1
Orbital gap (alpha / beta) (eV): 3.80 / 7.22
Calculated total energy (eV): -91344.342
Multiplicity: 3
HOMO energy (alpha / beta) (eV): -6.62 / -10.02
Energy relative to the best compared isomer or geometry (same formula, charge and spin) (kJ/mol): 213.5

```
78
Properties=species:S:1:pos:R:3:lowdin_spin:R:1
Ti 1.34489 2.00008 2.50232 0.891
O 0.11996 0.82868 2.82836 -0.015
N -0.81332 -2.48429 0.42941 0.181
C -1.54515 -3.26792 1.16617 0.225
C -2.61123 -4.13583 0.56686 0.124
C -3.45411 -5.14399 1.04611 0.036
C -4.38368 -5.73321 0.22911 0.047
C -4.42101 -5.53270 -1.18664 0.078
C -3.52379 -4.60704 -1.73681 0.016
C -2.57808 -3.98504 -0.85674 0.124
P -1.54208 -2.71701 -1.33822 0.075
C -2.51363 -1.22676 -1.74428 0.025
C -2.39268 -0.10573 -0.93047 0.008
C -3.12998 1.00480 -1.25471 0.000
C -3.90952 1.03705 -2.40831 0.006
C -4.06590 -0.04415 -3.21927 0.001
C -3.39111 -1.19818 -2.84238 0.006
C -0.32491 -3.28960 -2.47543 0.014
C -0.11002 -4.67882 -2.37921 0.007
C 0.81859 -5.35782 -3.15015 0.001
C 1.61913 -4.56497 -4.03862 0.001
C 1.27097 -3.26627 -4.26782 0.001
C 0.28093 -2.60172 -3.52785 0.003
H -0.81838 0.99878 2.97056 -0.001
H -1.46764 -3.17067 2.24220 0.014
H -3.42898 -5.52293 2.05723 0.000
H -5.14964 -6.44192 0.57734 0.001
H -5.05157 -6.07834 -1.86030 0.005
H -3.35587 -4.62089 -2.79685 -0.001
H -1.76026 -0.11326 -0.03101 0.001
H -2.94792 1.86363 -0.61377 0.000
H -4.53104 1.93544 -2.52290 0.000
H -4.63433 0.11887 -4.12604 0.000
H -3.67697 -2.21600 -3.27992 0.000
H -0.72503 -5.24709 -1.68300 0.002
H 0.90038 -6.41436 -3.03406 0.000
H 2.39442 -4.95507 -4.70185 0.000
H 1.77376 -2.65791 -4.99999 0.000
H -0.08446 -1.63576 -3.78856 0.000
O 0.84468 3.48763 3.75513 0.017
N 0.16815 4.56875 3.26499 0.006
N -0.11100 4.39328 1.97706 0.005
O 0.32118 3.29325 1.35432 0.005
C -0.81887 5.26759 1.16144 0.000
C -1.25006 4.86287 -0.08042 0.000
C -1.98233 5.70434 -0.81896 0.000
C -2.44835 6.88485 -0.27903 0.000
C -2.21684 7.09234 1.08579 0.000
C -1.25244 6.42625 1.74903 0.000
H -0.90838 3.87027 -0.41016 0.000
H -2.24592 5.40003 -1.82519 0.000
H -2.89861 7.66556 -0.85965 0.000
H -2.90368 7.71320 1.65873 0.000
H -0.84322 6.75250 2.74251 0.000
I 6.27017 4.09138 4.79561 0.000
C 4.85300 2.54998 4.66593 0.003
C 4.36508 1.59278 5.65267 0.016
N 3.30534 0.98561 5.10515 0.007
N 3.03176 1.37146 3.76506 0.002
C 4.06286 2.27074 3.53612 0.015
H 4.73317 1.27885 6.62266 0.001
H 2.65407 0.41404 5.64307 0.000
H 4.16163 2.84004 2.60571 0.001
C 3.66119 1.78124 -1.20859 0.001
N 3.48734 0.40470 -0.59086 0.008
C 4.33679 -0.65150 -1.18901 0.001
C 2.82311 0.28671 0.61842 0.013
C 2.87019 -0.89904 1.51253 0.002
O 2.05758 1.30852 0.85916 0.020
H 4.47822 2.28103 -0.60120 0.000
H 2.72678 2.34480 -1.10612 0.000
H 4.06917 1.76815 -2.22936 0.000
H 4.31632 -1.51556 -0.53566 0.000
H 5.41706 -0.32568 -1.22388 0.000
H 4.00801 -0.84730 -2.22091 0.000
H 2.80701 -0.52418 2.56926 0.001
H 3.84024 -1.42147 1.33307 0.000
H 2.02890 -1.54007 1.32503 0.000
```

2.
Here is an isolated ion of composition CH5IN4O and charge +2 at a distorted geometry from OMol25. Energies are from ωB97M-V/def2-TZVPD.

Calculated values
E_LUMO (alpha / beta) (eV): -12.28 / -12.28
Total charge: +2
Orbital gap (alpha / beta) (eV): 5.55 / 5.55
Calculated total energy (eV): -17202.306
HOMO energy (alpha / beta) (eV): -17.83 / -17.83
Energy relative to the best compared isomer or geometry (same formula, charge and spin) (kJ/mol): 129.1

```
12
Properties=species:S:1:pos:R:3:mulliken_charge:R:1
C 0.31438 -0.64860 0.46773 0.803
N -0.22823 -0.67867 -0.82746 0.278
N 0.39990 0.49584 1.21455 0.030
N -0.37391 0.23378 -1.72090 -0.481
N 0.09203 1.70008 1.05159 -0.029
O 0.65879 -1.82974 0.83665 -0.692
I 0.04424 -3.18744 2.39735 0.623
H -0.55418 -1.56025 -1.25673 0.356
H 0.08453 1.10468 -1.54443 0.253
H -0.34635 -0.19305 -2.65508 0.332
H 0.15598 2.33512 1.78396 0.293
H -0.24718 2.22825 0.25278 0.232
```

3.
Here is an isolated ion of composition C4H9N4O2 and charge +1 at a distorted geometry from OMol25. Energies are from ωB97M-V/def2-TZVPD.

Calculated values
E_LUMO (eV): -6.17
Total charge: +1
Orbital gap (eV): 8.36
Calculated total energy (eV): -14336.638
SMILES string: [H]/N=C/N(C)/[N+](C)=C/[N+](=O)[O-]
HOMO energy (eV): -14.53
Energy relative to the best compared isomer or geometry (same formula, charge and spin) (kJ/mol): 537.0

```
19
Properties=species:S:1:pos:R:3:mulliken_charge:R:1
C 0.68871 0.70325 -1.58427 -0.229
C -0.59197 -1.32297 -0.42157 -0.268
C 1.28364 1.48922 0.66982 -0.903
C -0.91619 0.03147 1.58458 -0.846
N 0.49697 0.64459 -0.19369 -0.113
N -0.34069 -0.26148 0.29660 0.306
N 1.80370 1.04146 -2.00982 -0.557
N -1.58076 -2.35269 -0.14050 0.999
O -1.77878 -3.09392 -1.06257 -0.501
O -2.09051 -2.39390 0.95094 -0.589
H -0.21841 0.44530 -2.14905 0.593
H -0.04713 -1.52402 -1.33562 0.708
H 0.73891 2.38265 0.98046 0.349
H 1.61858 0.94594 1.55257 0.309
H 2.15260 1.78683 0.08451 0.375
H -0.17317 -0.10739 2.37246 0.396
H -1.25241 1.06901 1.60952 0.341
H -1.74911 -0.64020 1.79813 0.347
H 1.95603 1.15685 -3.00249 0.283
```

4.
Here is C4H8O3 as an isolated structure from OMol25. Energies are from ωB97M-V/def2-TZVPD.

Calculated values
E_LUMO (eV): 0.34
Orbital gap (eV): 9.94
Calculated total energy (eV): -10415.607
HOMO energy (eV): -9.60
Energy relative to the best compared isomer or geometry (same formula, charge and spin) (kJ/mol): 520.7

```
15
Properties=species:S:1:pos:R:3:mulliken_charge:R:1
C -0.99168 0.80559 -1.09777 -1.358
C -0.66187 -0.48457 -0.37843 0.180
O -0.05539 -1.38180 -1.27166 -0.538
C 0.37549 -0.34775 0.75074 0.853
O 0.79127 -1.51255 1.25407 -0.807
C 1.49806 0.66611 0.55897 -0.276
O 1.61715 1.67493 1.20628 -0.469
H -1.73654 0.61734 -1.87482 0.359
H -1.39208 1.55121 -0.40201 0.356
H -0.09935 1.21929 -1.57800 0.383
H -1.56800 -0.92036 0.07278 0.322
H 0.29730 -2.09362 -0.70547 0.374
H -0.32645 0.35408 1.69890 0.142
H 0.01823 -0.48299 1.96458 0.120
H 2.23387 0.33509 -0.19815 0.361
```

5.
Here is a 4-piece molecular cluster, C57H49F3N2O9P overall at a distorted geometry from OMol25. Energies are from ωB97M-V/def2-TZVPD.

Calculated values
E_LUMO (eV): -2.72
Total charge: +1
Orbital gap (eV): 8.20
Calculated total energy (eV): -98745.207
HOMO energy (eV): -10.92

```
121
Properties=species:S:1:pos:R:3:mulliken_charge:R:1
C 1.70561 4.76755 -0.57348 -0.575
C 0.41221 5.31479 0.06450 -1.086
C -0.75106 5.39542 -0.94652 0.948
C -2.14245 4.91763 -0.46235 -0.076
C -3.22489 5.98052 -0.70187 -1.714
C -2.65114 3.56884 -1.02031 -0.557
O -3.31755 3.64896 -2.25613 -0.516
C -2.41966 3.94615 -3.30626 -1.105
C -1.32836 2.90933 -3.47884 0.282
C -0.21564 3.27163 -4.46652 -1.092
C 0.05515 4.78587 -4.71243 -0.216
C 1.53995 4.89953 -4.83639 0.187
F 2.14563 4.06526 -5.70811 -0.352
C 2.27787 5.73647 -4.10047 0.241
F 1.83554 6.92617 -3.73512 -0.267
F 3.44971 5.45843 -3.58023 -0.154
N -0.71362 2.35949 -2.18191 0.166
P -0.06104 0.61726 -2.71589 0.176
C -0.63937 -0.54874 -1.46047 -0.900
O 1.52995 0.66235 -2.43963 -0.168
C -1.62921 2.41847 -1.01920 -0.292
O -0.95245 2.54283 0.23578 -0.382
C 0.14827 1.89024 0.40507 0.443
N 1.11263 1.29052 0.56096 -0.495
H 1.92073 3.74101 -0.27445 0.081
H 2.57638 5.35219 -0.29257 0.460
H 1.66356 4.79708 -1.66526 -0.209
H 0.65405 6.31080 0.42363 0.534
H 0.14550 4.72667 0.93726 0.339
H -0.43805 4.90870 -1.86604 -1.316
H -0.85872 6.44758 -1.20897 0.912
H -2.08315 4.79142 0.61725 0.717
H -3.10346 6.80133 -0.00354 0.465
H -4.20429 5.53347 -0.54995 0.396
H -3.16499 6.33863 -1.72618 0.344
H -3.39850 3.21731 -0.30925 0.833
H -2.99362 3.92466 -4.23074 0.534
H -2.06994 4.96879 -3.19125 0.302
H -1.82216 2.03640 -3.89988 0.905
H -0.48509 2.83843 -5.42419 0.502
H 0.72150 2.79346 -4.18135 0.231
H -0.21174 5.44283 -3.89560 0.275
H -0.41491 5.06943 -5.65371 0.291
H 0.11886 2.92520 -1.98053 0.105
H -0.53392 -1.52166 -1.94245 0.462
H -0.04614 -0.57323 -0.55102 0.214
H -1.69066 -0.44681 -1.19872 0.415
H 1.91313 1.48210 -2.10002 0.279
H -2.22605 1.51157 -0.98864 0.493
C 8.79099 -0.85167 -0.99356 -0.507
C 7.44606 -0.89114 -0.64267 -0.554
C 6.51751 -0.16432 -1.36716 -0.591
C 6.93079 0.61417 -2.44113 0.120
C 8.28609 0.66979 -2.78023 0.310
C 9.21033 -0.07293 -2.05871 -0.576
C 8.76644 1.53233 -3.89952 0.487
O 9.93919 1.57735 -4.19590 -0.660
C 7.75600 2.34406 -4.63738 0.586
C 8.17224 3.19840 -5.64997 -0.617
C 7.24029 3.94852 -6.34938 -0.524
C 5.88623 3.84207 -6.04642 -0.594
C 5.47163 2.99128 -5.03744 -0.510
C 6.40023 2.25029 -4.32504 -0.067
C 5.91804 1.37566 -3.21958 0.470
O 4.73058 1.29745 -2.95631 -0.629
H 9.51361 -1.42697 -0.43080 0.401
H 7.12373 -1.49234 0.19683 0.409
H 5.46968 -0.19504 -1.10348 0.539
H 10.25489 -0.03341 -2.33381 0.491
H 9.22511 3.27411 -5.88263 0.492
H 7.56809 4.61754 -7.13351 0.400
H 5.15884 4.42468 -6.59645 0.454
H 4.42359 2.90033 -4.78900 0.629
C 0.74626 -1.84055 3.51488 -1.024
C 0.45431 -0.64472 2.86488 -0.297
C -0.74526 -0.00169 3.10965 -0.745
C -1.66673 -0.54810 3.98986 0.146
C -1.38165 -1.75443 4.62842 0.483
C -0.16898 -2.39324 4.39532 -0.531
C -2.37257 -2.38499 5.54676 0.592
O -2.11527 -3.43312 6.09919 -0.634
C -3.67882 -1.69557 5.74693 0.195
C -4.64118 -2.28570 6.55461 -0.259
C -5.85580 -1.65414 6.76025 -0.744
C -6.11330 -0.42424 6.16587 -0.473
C -5.16052 0.16870 5.35557 -0.663
C -3.94472 -0.46566 5.13615 0.222
C -2.94656 0.17301 4.23677 0.559
O -3.16601 1.24573 3.70797 -0.712
H 1.68609 -2.34283 3.32969 0.420
H 1.15841 -0.21136 2.16927 0.690
H -0.98181 0.93160 2.61674 0.579
H 0.04746 -3.32415 4.90021 0.503
H -4.43583 -3.23929 7.01782 0.407
H -6.60477 -2.11914 7.38690 0.423
H -7.06060 0.06994 6.33389 0.403
H -5.35511 1.12331 4.88761 0.480
C -5.09231 -6.79332 6.01813 -0.734
C -3.91502 -6.05315 5.98893 -0.520
C -3.06742 -6.13924 4.89790 -0.820
C -3.38902 -6.97337 3.83539 0.262
C -4.56161 -7.73285 3.87439 0.296
C -5.41525 -7.63183 4.96442 -0.673
C -4.90721 -8.66881 2.76740 0.612
O -5.92675 -9.32329 2.79585 -0.655
C -3.95554 -8.78165 1.62436 0.158
C -4.22721 -9.68661 0.60663 -0.564
C -3.36277 -9.79770 -0.46841 -0.480
C -2.22619 -8.99888 -0.53607 -0.487
C -1.94842 -8.09814 0.47735 -0.532
C -2.80600 -7.99107 1.56486 0.149
C -2.47280 -7.03772 2.66197 0.519
O -1.48305 -6.33678 2.59986 -0.688
H -5.75732 -6.71910 6.86863 0.414
H -3.65633 -5.40707 6.81557 0.755
H -2.15503 -5.56238 4.87200 0.701
H -6.32573 -8.21427 4.98258 0.488
H -5.11405 -10.30185 0.66504 0.480
H -3.57328 -10.50727 -1.25730 0.404
H -1.55473 -9.08428 -1.38009 0.398
H -1.06430 -7.47767 0.43488 0.480
```

6.
Here is C4H7Br in the gas phase at a distorted geometry from OMol25. Energies are from ωB97M-V/def2-TZVPD.

Calculated values
E_LUMO (eV): 0.90
Orbital gap (eV): 10.42
Calculated total energy (eV): -74301.580
SMILES string: C=C(C)CBr
HOMO energy (eV): -9.52
Energy relative to the best compared isomer or geometry (same formula, charge and spin) (kJ/mol): 198.1

```
12
Properties=species:S:1:pos:R:3:mulliken_charge:R:1
C 0.00880 0.19185 1.76600 -0.825
C 0.03743 0.09227 0.35497 0.558
C 0.70152 0.77458 -1.07593 -0.570
C -0.85779 -0.87146 -0.31491 -1.371
Br 2.39984 1.65808 -0.72987 -0.169
H -0.43573 -0.51585 2.35031 0.356
H 0.86680 0.76593 2.13342 0.234
H 0.78628 -0.10606 -1.58439 0.384
H -0.13599 1.35788 -1.47240 0.386
H -1.68427 -0.40608 -0.82555 0.310
H -1.31066 -1.41256 0.47470 0.345
H -0.37623 -1.52859 -1.07635 0.362
```